Entry 1:
This record from the OMol25 dataset describes 2 unconnected molecules or ions with the total composition C5H8NO. The level of theory is ωB97M-V/def2-TZVPD.

Output
**HOMO-LUMO gap**: 0.2943 hartree
**Lowest unoccupied orbital energy**: -6.9 eV
**E_HOMO**: -0.5481 hartree
**Relative energy (zero: lowest compared OMol25 entry of this formula, charge and spin)**: 4.9260 eV

```
! wB97M-V def2-TZVPD RIJCOSX def2/J DEFGRID3
* xyz 1 1
C 0.346 -0.057 -0.551
C -0.947 0.685 -0.236
C 1.009 0.453 -3.007
C -1.139 1.028 0.929
C -1.420 1.204 2.261
N 0.846 0.279 -1.854
O 1.772 -2.366 -1.359
H 1.026 0.233 0.195
H 0.127 -1.195 -0.459
H -1.563 1.079 -1.027
H 2.064 -3.201 -0.868
H -0.605 1.388 3.049
H -2.011 0.505 2.634
H -1.877 2.112 2.366
H 2.370 -2.148 -2.071
*
```

Entry 2:
This record from the OMol25 dataset describes 14 unconnected molecules or ions with the total composition C61H149N7O7. The level of theory is ωB97M-V/def2-TZVPD.

Output
**HOMO-LUMO gap**: 0.2997 hartree
**Lowest unoccupied orbital energy**: 0.2 eV
**E_HOMO**: -0.2918 hartree

```
! wB97M-V def2-TZVPD RIJCOSX def2/J DEFGRID3
* xyz 0 1
C 24.420 3.659 10.513
C 25.358 4.612 9.820
N 24.680 5.221 8.654
C 24.807 4.280 7.452
C 23.635 4.397 6.442
C 25.334 6.505 8.382
C 24.915 7.660 9.369
H 23.419 4.081 10.601
H 24.782 3.393 11.505
H 24.261 2.745 9.942
H 25.721 5.382 10.500
H 26.272 4.036 9.673
H 25.771 4.252 6.944
H 24.792 3.239 7.773
H 22.780 4.101 7.050
H 23.535 5.388 6.000
H 23.597 3.723 5.586
H 25.054 6.924 7.415
H 26.423 6.481 8.410
H 25.570 8.525 9.269
H 24.818 7.360 10.412
H 23.977 8.134 9.080
C 28.347 7.237 2.841
C 29.184 7.529 1.620
N 28.793 6.619 0.535
C 27.754 7.152 -0.361
C 26.347 7.339 0.157
C 29.919 6.238 -0.360
C 30.724 5.206 0.464
H 28.669 6.271 3.231
H 27.280 7.158 2.631
H 28.501 7.829 3.743
H 29.208 8.578 1.324
H 30.228 7.337 1.869
H 28.139 8.030 -0.878
H 27.513 6.508 -1.207
H 26.245 8.081 0.950
H 25.639 7.623 -0.622
H 25.868 6.449 0.563
H 30.605 7.019 -0.687
H 29.520 5.710 -1.226
H 29.954 4.454 0.639
H 31.118 5.751 1.322
H 31.607 4.855 -0.070
C 27.397 -7.242 13.176
C 26.571 -6.199 12.514
N 27.313 -5.016 12.295
C 26.480 -3.920 11.929
C 25.382 -3.621 12.966
C 28.486 -5.224 11.363
C 29.588 -4.127 11.315
H 28.086 -7.777 12.522
H 26.752 -8.079 13.442
H 27.972 -6.824 14.003
H 26.260 -6.600 11.549
H 25.725 -6.157 13.201
H 27.087 -3.034 12.114
H 26.150 -4.027 10.895
H 24.495 -4.188 12.684
H 25.707 -3.821 13.987
H 25.116 -2.570 12.852
H 28.057 -5.264 10.361
H 28.994 -6.185 11.450
H 29.176 -3.307 10.728
H 30.448 -4.516 10.770
H 29.885 -3.734 12.287
C 31.585 5.785 11.481
C 32.082 4.370 11.933
N 33.113 3.810 11.034
C 32.756 3.827 9.605
C 31.473 2.919 9.344
C 33.756 2.589 11.442
C 35.121 2.413 10.955
H 31.005 6.156 12.326
H 30.967 5.620 10.599
H 32.357 6.466 11.120
H 32.692 4.482 12.829
H 31.296 3.632 12.095
H 33.586 3.459 9.003
H 32.598 4.851 9.265
H 31.267 2.834 8.277
H 30.650 3.464 9.807
H 31.583 1.900 9.714
H 33.750 2.639 12.531
H 33.172 1.690 11.245
H 35.965 2.933 11.407
H 35.467 1.400 11.162
H 35.165 2.547 9.874
C 15.728 1.734 15.552
C 16.854 0.699 15.356
N 18.114 1.271 15.617
C 19.179 0.803 14.721
C 19.383 -0.689 14.570
C 18.500 0.949 16.944
C 19.869 1.418 17.410
H 15.758 2.682 15.016
H 15.748 1.956 16.619
H 14.729 1.346 15.350
H 16.659 -0.234 15.885
H 16.788 0.402 14.309
H 18.942 1.154 13.717
H 20.071 1.395 14.928
H 18.403 -1.168 14.595
H 19.780 -0.898 13.576
H 19.979 -1.054 15.406
H 18.296 -0.117 17.053
H 17.777 1.532 17.515
H 20.749 0.945 16.975
H 19.838 1.242 18.486
H 19.941 2.503 17.335
C 18.257 5.742 1.730
C 17.265 6.474 2.650
N 16.047 6.826 1.864
C 14.796 7.019 2.608
C 14.700 8.119 3.713
C 16.243 7.981 0.907
C 15.168 8.039 -0.204
H 19.044 5.272 2.321
H 18.713 6.348 0.947
H 17.705 4.884 1.347
H 17.069 5.879 3.541
H 17.707 7.422 2.957
H 14.004 6.895 1.869
H 14.667 6.082 3.151
H 15.604 7.967 4.303
H 14.627 9.163 3.408
H 13.802 8.051 4.326
H 17.275 8.045 0.563
H 16.215 8.922 1.456
H 14.916 7.022 -0.504
H 15.492 8.591 -1.087
H 14.210 8.502 0.029
C 27.260 4.584 18.827
C 27.766 3.167 18.843
N 29.044 3.155 18.169
C 30.108 3.655 19.058
C 30.554 2.619 20.109
C 29.417 1.823 17.648
C 28.508 1.469 16.460
H 26.304 4.595 19.352
H 27.266 4.984 17.813
H 27.877 5.349 19.300
H 27.952 2.805 19.854
H 26.959 2.577 18.409
H 30.910 3.968 18.389
H 29.696 4.475 19.646
H 31.196 1.866 19.653
H 31.150 3.071 20.903
H 29.669 2.126 20.509
H 29.302 1.024 18.381
H 30.443 1.856 17.282
H 28.933 0.728 15.784
H 28.370 2.369 15.860
H 27.522 1.157 16.806
C 26.620 1.521 1.326
O 26.759 2.792 1.945
H 26.010 0.941 2.018
H 26.001 1.702 0.448
H 27.491 0.953 1.002
H 27.168 3.465 1.395
C 26.690 14.452 12.089
O 28.064 14.306 11.744
H 26.459 14.289 13.142
H 26.319 15.415 11.737
H 26.233 13.645 11.517
H 28.446 14.897 12.397
C 27.034 12.215 5.088
O 27.268 11.916 3.794
H 27.954 12.693 5.424
H 26.179 12.889 5.131
H 26.805 11.374 5.742
H 26.586 11.286 3.552
C 22.046 10.479 14.603
C 21.184 9.368 14.121
C 21.962 8.126 14.700
O 22.457 8.671 15.954
C 22.868 10.003 15.796
H 21.401 11.258 15.011
H 22.593 10.866 13.743
H 21.046 9.370 13.040
H 20.218 9.313 14.622
H 22.858 7.772 14.190
H 21.341 7.239 14.827
H 23.916 9.985 15.498
H 22.808 10.579 16.720
C 17.396 5.754 9.625
C 18.839 5.824 9.088
C 19.051 7.129 8.555
O 18.049 7.893 9.268
C 17.288 7.104 10.192
H 17.335 5.009 10.419
H 16.697 5.449 8.846
H 19.023 5.018 8.378
H 19.627 5.778 9.839
H 18.655 7.139 7.540
H 20.073 7.461 8.737
H 16.287 7.482 10.399
H 17.828 7.241 11.129
C 20.753 15.361 7.756
C 19.543 14.519 8.053
C 20.164 13.188 8.481
O 21.563 13.446 8.649
C 21.767 14.822 8.723
H 20.542 16.396 8.022
H 21.193 15.312 6.760
H 18.733 14.479 7.324
H 18.970 14.925 8.886
H 20.049 12.333 7.815
H 19.695 12.787 9.379
H 22.787 15.116 8.476
H 21.531 15.136 9.740
C 20.399 -1.823 5.520
C 19.115 -1.221 6.114
C 19.651 -1.040 7.507
O 20.375 -2.193 7.832
C 20.999 -2.659 6.626
H 21.074 -1.011 5.250
H 20.173 -2.366 4.602
H 18.255 -1.888 6.066
H 18.924 -0.240 5.679
H 18.878 -0.933 8.267
H 20.174 -0.094 7.649
H 20.974 -3.748 6.583
H 22.072 -2.500 6.728
*
```

Entry 3:
This record from the OMol25 dataset describes 3 unconnected molecules or ions with the total composition C4H12NO2. The level of theory is ωB97M-V/def2-TZVPD.

Output
**HOMO-LUMO gap**: 0.3347 hartree
**Lowest unoccupied orbital energy**: -5.1 eV
**E_HOMO**: -0.5223 hartree
**Relative energy (zero: lowest compared OMol25 entry of this formula, charge and spin)**: 2.6933 eV

```
! wB97M-V def2-TZVPD RIJCOSX def2/J DEFGRID3
* xyz 1 1
C -1.036 0.192 1.846
C -0.643 -0.789 0.776
C 0.016 -1.901 1.072
C -1.417 0.723 -0.792
N -0.946 -0.432 -0.587
H -0.645 1.178 1.639
H -0.632 -0.221 2.760
H -2.118 0.348 1.944
H 0.396 -2.524 0.278
H 0.116 -2.278 2.079
H -1.959 0.980 -1.695
H -1.137 1.566 -0.196
H -0.866 -1.003 -1.426
H 2.290 2.643 1.000
H 2.333 2.170 -0.388
O 1.989 1.891 0.472
H 0.839 -1.190 -3.312
H 2.157 -0.855 -2.681
O 1.263 -0.497 -2.790
*
```

Entry 4:
This record from the OMol25 dataset describes 11 unconnected molecules or ions with the total composition H23O11. The level of theory is ωB97M-V/def2-TZVPD.

Output
**HOMO-LUMO gap**: 0.4285 hartree
**Lowest unoccupied orbital energy**: -2.9 eV
**E_HOMO**: -0.5340 hartree
**Relative energy (zero: lowest compared OMol25 entry of this formula, charge and spin)**: 0.0000 eV

```
! wB97M-V def2-TZVPD RIJCOSX def2/J DEFGRID3
* xyz 1 1
O -0.527 -0.322 -1.724
H -0.165 0.591 -2.758
H 0.284 -0.363 -1.135
O -0.196 -1.487 2.791
H 0.336 -2.118 2.259
H 0.289 -0.669 2.702
O 0.236 1.430 -3.343
H 1.021 1.829 -2.626
H 0.791 1.022 -4.027
O 1.738 -0.262 -0.283
H 1.704 0.120 0.622
H 1.881 -1.233 -0.130
O 1.804 2.310 -1.654
H 2.086 1.457 -1.244
H 1.204 2.689 -0.956
O 0.106 3.069 0.293
H -0.140 4.002 0.440
H -0.724 2.607 0.240
O -1.995 1.106 -0.016
H -1.197 0.164 -1.138
O 1.476 0.945 2.110
H 1.056 1.747 1.755
H 2.202 1.219 2.707
O -2.310 -1.135 1.359
H -3.118 -1.301 1.862
H -1.517 -1.257 2.002
O -1.314 -2.887 -0.485
H -1.852 -2.353 0.114
H -1.126 -2.286 -1.222
O 0.984 -2.940 0.815
H 1.343 -3.807 0.939
H 0.115 -3.050 0.332
H -2.865 1.423 -0.267
H -2.211 0.314 0.597
*
```